This record from OMol25 describes a single C4H10N2S molecule at a distorted geometry. The level of theory is wB97M-V/def2-TZVPD.

Positions of all 17 atoms, in Å:
C 0.863 0.045 1.473
C 0.374 -0.451 0.171
N 0.311 -1.958 0.386
N -0.239 -2.464 -0.774
S -1.765 -1.644 -0.940
C -1.036 -0.017 -0.223
C -1.228 1.069 -1.239
H 0.228 -0.196 2.205
H 0.892 1.202 1.626
H 1.814 -0.241 1.783
H 1.025 -0.056 -0.602
H 1.170 -2.421 0.549
H 0.128 -2.243 -1.628
H -1.616 -0.074 0.710
H -0.591 1.061 -2.215
H -1.114 1.931 -0.678
H -2.196 1.179 -1.684

orbital gap: 9.27 eV
net charge: 0
structure (SMILES): C[C@H]1NNS[C@@H]1C
highest occupied orbital energy: -8.30 eV
max |F|: 4.99 eV/A

Here are the Mulliken charges for atoms 1 to 6, given in e: -1.662, 0.458, -0.302, -0.433, -0.102, -0.105



This record from OMol25 describes a molecular structure, C3H10O2P2 at a distorted geometry. The level of theory is wB97M-V/def2-TZVPD.

Positions of all 17 atoms, in Å:
C -1.515 3.125 0.932
C 0.139 -0.461 1.452
C -0.012 -3.030 -1.692
O -0.538 3.172 0.113
O -0.306 0.472 0.490
P 2.325 1.268 -0.164
P 0.353 1.253 -0.745
H 1.017 -3.269 -1.761
H -2.443 2.564 0.744
H -1.322 3.692 1.801
H -0.628 -1.160 1.459
H 0.152 0.055 2.368
H 1.122 -0.895 1.039
H -0.480 -3.970 -1.953
H -0.299 -2.278 -2.295
H -0.267 -2.743 -0.654
H 2.703 2.205 -1.131

orbital gap (alpha / beta): 7.32 / 7.32 eV
net charge: 0
highest occupied orbital energy (alpha / beta): -7.88 / -7.88 eV
max |F|: 5.21 eV/A

Here are the Mulliken charges for atoms 1 to 6, given in e: -0.046, -0.667, -0.988, -0.430, -0.223, -0.168



This record from OMol25 describes a single C3H4N2S molecule at a distorted geometry. The level of theory is wB97M-V/def2-TZVPD.

Positions of all 10 atoms, in Å:
S -0.371 2.274 -0.358
C -0.249 0.633 -0.017
C -0.690 -0.389 0.860
N -0.171 -1.618 0.511
C 0.724 -1.335 -0.424
N 0.513 -0.141 -0.924
H -0.547 2.992 1.116
H -1.724 -0.535 1.530
H 1.306 -2.238 -0.829
H 1.209 0.358 -1.465

orbital gap: 8.06 eV
net charge: 0
structure (SMILES): Sc1cnc[nH]1
highest occupied orbital energy: -8.08 eV
max |F|: 5.16 eV/A

Here are the Mulliken charges for atoms 1 to 6, given in e: -0.372, 0.254, -0.146, -0.503, -0.047, -0.164



This record from OMol25 describes a molecular structure, C15H19NO5S4Tc. The level of theory is wB97M-V/def2-TZVPD.

Positions of all 45 atoms, in Å:
Tc 0.157 0.543 -0.217
C -1.754 -0.635 2.499
C -0.814 -1.830 2.618
S -0.472 -2.522 0.970
C 1.328 -2.610 1.005
C 1.851 -2.507 -0.423
S 1.888 -0.844 -1.166
C 3.448 -0.144 -0.549
C 3.426 0.198 0.927
S 1.970 1.249 1.192
C 1.515 0.945 2.914
C 0.104 1.477 3.081
S -1.063 0.897 1.799
H -2.129 -0.370 3.488
H -2.622 -0.867 1.881
H -1.315 -2.622 3.179
H 0.117 -1.591 3.126
H 1.593 -3.576 1.440
H 1.697 -1.811 1.643
H 1.263 -3.117 -1.109
H 2.876 -2.877 -0.473
H 3.582 0.753 -1.157
H 4.247 -0.842 -0.799
H 4.310 0.781 1.185
H 3.402 -0.686 1.562
H 2.194 1.505 3.558
H 1.601 -0.113 3.156
H 0.092 2.563 2.977
H -0.323 1.235 4.054
O -3.875 1.745 -4.845
C -3.056 1.448 -3.843
C -1.871 2.164 -3.569
C -1.095 1.772 -2.519
N -1.366 0.738 -1.683
C -2.535 0.042 -1.955
C -3.385 0.378 -3.043
C -2.985 -0.980 -1.168
O -3.511 -1.805 -0.563
O -0.748 -1.385 -0.012
C 0.194 2.520 -2.251
O 0.574 3.402 -2.955
O 0.884 2.068 -1.188
H -3.570 2.505 -5.357
H -1.543 3.002 -4.170
H -4.281 -0.194 -3.240

orbital gap (alpha / beta): 5.18 / 7.18 eV
net charge: +2
multiplicity: 2
highest occupied orbital energy (alpha / beta): -12.77 / -14.69 eV
max |F|: 0.29 eV/A

Here are the Mulliken charges for atoms 1 to 6, given in e: 0.912, -0.870, -0.684, 0.199, 0.049, -0.961



This record from OMol25 describes a molecular structure, C13H27NO26S6 at a distorted geometry. The level of theory is wB97M-V/def2-TZVPD.

Positions of all 73 atoms, in Å:
C -0.932 -5.694 20.938
N -0.413 -5.515 19.552
O 0.650 -6.050 19.275
O -1.140 -4.946 18.755
H -0.489 -4.950 21.592
H -0.634 -6.661 21.268
H -2.001 -5.568 20.885
C -3.719 -10.826 20.474
C -3.213 -11.419 21.818
O -2.586 -10.235 22.523
S -2.804 -8.906 21.623
O -1.738 -8.669 20.699
O -3.276 -7.812 22.425
O -4.095 -9.466 20.770
H -4.604 -11.371 20.122
H -2.983 -10.861 19.643
H -2.403 -12.100 21.569
H -3.935 -11.740 22.564
C 0.384 -7.854 25.629
C 0.043 -8.562 24.300
O 1.250 -8.609 23.573
S 2.006 -7.203 23.757
O 1.301 -6.172 23.047
O 3.434 -7.418 23.564
O 1.636 -7.093 25.289
H 0.614 -8.579 26.432
H -0.383 -7.119 25.909
H -0.707 -7.976 23.724
H -0.330 -9.573 24.460
C -3.133 -2.650 26.055
C -1.664 -2.601 26.233
O -1.139 -3.704 25.513
S -2.183 -4.122 24.397
O -2.108 -5.532 24.123
O -2.199 -3.150 23.312
O -3.437 -3.852 25.372
H -3.519 -1.800 25.487
H -3.620 -2.680 27.031
H -1.386 -2.733 27.255
H -1.182 -1.706 25.824
C -3.500 -2.932 18.888
C -4.166 -4.334 19.035
O -4.955 -4.292 17.758
S -3.909 -3.748 16.580
O -4.664 -2.944 15.625
O -3.013 -4.836 16.188
O -3.059 -2.738 17.515
H -2.656 -2.723 19.533
H -4.249 -2.160 19.132
H -4.894 -4.385 19.848
H -3.438 -5.136 18.979
C 0.643 -5.798 16.121
C -0.048 -4.571 15.533
O 0.894 -3.968 14.637
S 1.542 -5.231 13.775
O 2.912 -4.932 13.542
O 0.652 -5.646 12.685
O 1.519 -6.317 15.023
H -0.094 -6.583 16.351
H 1.275 -5.525 16.981
H -0.303 -3.928 16.374
H -0.926 -4.810 14.986
C 4.243 -5.261 19.472
C 3.725 -5.680 20.859
O 4.266 -4.751 21.790
S 5.247 -3.679 21.064
O 6.618 -4.190 21.088
O 4.882 -2.381 21.528
O 4.563 -3.874 19.614
H 3.448 -5.273 18.777
H 5.130 -5.862 19.254
H 4.063 -6.698 21.093
H 2.659 -5.661 20.933

orbital gap: 10.37 eV
net charge: 0
highest occupied orbital energy: -10.59 eV
max |F|: 2.95 eV/A

Here are the Mulliken charges for atoms 1 to 6, given in e: -0.832, 1.208, -0.607, -0.577, 0.363, 0.090



This record from OMol25 describes a gas-phase ion, C8H14BrN2 (charge +1) at a distorted geometry. The level of theory is wB97M-V/def2-TZVPD.

Positions of all 25 atoms, in Å:
C -1.624 1.923 -0.042
C -0.185 1.553 -0.006
C 0.798 2.525 0.015
N 2.030 1.964 0.023
C 2.028 0.656 0.009
Br 3.457 -0.481 -0.007
N 0.340 0.323 -0.016
C -0.145 -1.053 0.001
C 0.373 -1.737 1.271
C 0.346 -1.759 -1.266
C -1.673 -1.099 0.022
H -1.713 3.001 0.069
H -2.072 1.645 -0.995
H -2.189 1.448 0.755
H 0.660 3.587 0.029
H 2.885 2.513 0.036
H 1.447 -1.884 1.252
H 0.117 -1.149 2.151
H -0.096 -2.713 1.368
H 1.426 -1.745 -1.353
H 0.027 -2.797 -1.243
H -0.077 -1.292 -2.152
H -1.974 -2.142 -0.054
H -2.074 -0.711 0.954
H -2.110 -0.576 -0.822

orbital gap: 9.12 eV
net charge: +1
structure (SMILES): Cc1c[nH+]c(Br)n1C(C)(C)C
highest occupied orbital energy: -12.77 eV
max |F|: 6.46 eV/A

Here are the Mulliken charges for atoms 1 to 6, given in e: -1.440, 1.392, -0.905, 0.054, -0.068, 0.021



Which of these has the highest net charge?
C15H19NO5S4Tc